# 1
C52H55FIrN7O8S | ωB97M-V with the def2-TZVPD basis set

The geometry in XYZ format:
```
125
Properties=species:S:1:pos:R:3:forces:R:3
Ir -0.6522 0.9140 -0.8188 -0.87 1.87 -0.01
S -2.9172 1.3397 -0.5697 -0.56 -0.28 -0.16
F 5.0284 -3.9930 0.7362 -0.05 0.02 0.01
O 0.8508 -1.3731 0.0120 0.57 0.00 0.30
O 1.5686 1.0527 -0.7584 -0.27 -0.98 0.04
O 1.5193 3.6791 0.7971 0.37 0.13 0.54
O -0.2831 0.6503 1.1951 0.17 -0.23 -0.12
O -1.5835 -0.8635 -1.5186 1.14 0.05 0.14
O -2.1626 5.9695 0.9179 -0.02 0.02 -0.06
O -0.2531 2.7842 -0.1773 0.44 0.10 -0.73
O -3.0161 -2.4549 -1.0323 0.14 -0.16 0.04
N -4.3349 3.3134 -1.4965 0.02 -0.13 0.33
N 4.2807 -6.7224 0.8033 -0.11 -0.14 -0.04
N 5.0086 -8.7252 2.2013 -0.06 0.01 0.10
N -0.2189 -5.2833 -0.2946 0.10 0.04 0.02
N 3.1085 2.3002 -3.5628 -0.01 0.31 0.27
N 2.0070 1.8296 -2.8788 0.04 0.01 -0.14
N -2.5853 4.0136 -0.1115 -0.17 -0.17 -0.37
C 2.3940 1.3938 -1.6341 0.07 0.19 -0.21
C 1.1004 -4.9833 0.0021 0.01 -0.04 -0.03
C -0.7122 2.4705 2.7640 0.09 0.05 -0.19
C -6.2748 6.6162 1.6760 0.01 -0.01 -0.01
C -4.9711 6.4933 1.2276 -0.01 -0.07 0.04
C -1.1081 3.6605 -3.6991 -0.10 -0.04 -0.02
C 3.3687 -5.6860 0.5234 -0.05 0.16 0.06
C -1.5873 1.3201 -3.3505 0.07 0.12 0.26
C 5.5848 -6.4758 1.3971 0.09 0.07 0.06
C 0.3342 1.8098 1.8728 0.19 0.25 0.36
C 2.3117 0.1521 4.6422 0.06 -0.03 -0.01
C 0.6680 2.8429 0.7765 -0.54 -0.13 -0.26
C 3.6041 0.1860 4.1394 -0.01 0.03 -0.01
C 4.1938 2.0631 -2.7921 -0.02 0.06 0.02
C -2.5453 3.8047 4.3713 0.03 -0.05 -0.03
C 0.6693 2.1749 -3.1807 0.12 -0.20 -0.07
C 2.8189 -3.3304 0.3514 0.05 -0.04 0.03
C 6.1562 -7.8166 1.8773 0.09 -0.02 0.07
C 4.2864 -9.1372 0.9426 -0.03 -0.09 -0.01
C -0.6995 -6.6643 -0.3612 -0.07 -0.04 0.02
C -1.2097 4.1892 4.3721 -0.08 0.01 0.02
C 1.2738 0.7029 3.9117 -0.11 -0.01 -0.01
C -2.0120 2.6237 -3.6454 0.02 0.09 -0.05
C 2.0448 -5.9910 0.2479 0.03 0.16 0.05
C 1.4883 -3.6391 0.0733 -0.06 -0.07 -0.05
C 5.5580 2.3656 -3.2969 0.05 -0.02 0.01
C -0.2952 3.5198 3.5807 -0.01 0.03 -0.14
C -6.1418 4.4357 -2.6907 0.03 0.02 -0.04
C -2.9543 2.7478 3.5724 -0.02 0.08 0.14
C 1.5110 1.2947 2.6735 0.02 -0.26 -0.09
C 3.7301 -4.3273 0.5451 0.02 -0.03 -0.03
C -3.2816 3.0493 -0.7475 -0.04 -0.04 0.17
C 0.5288 -2.5500 -0.1576 -0.33 -0.08 -0.02
C -6.4343 4.2214 1.8863 0.05 -0.01 -0.01
C -1.8726 -2.0298 -1.0300 -0.67 0.05 -0.06
C -0.7793 -2.9590 -0.5747 0.20 -0.09 -0.10
C -0.2322 1.0875 -3.1261 0.02 -0.08 0.10
C -1.0766 -4.2860 -0.5996 -0.05 0.04 0.09
C 3.8051 1.5242 -1.5917 -0.09 0.03 -0.09
C -4.8078 4.6105 -1.9858 0.03 0.09 0.00
C 2.8051 1.3026 2.1643 -0.04 0.12 -0.07
C -4.4076 5.2272 1.0833 0.01 0.02 0.09
C 3.0834 2.4853 -4.9992 0.02 -0.09 -0.12
C 3.8452 0.7571 2.8991 0.08 -0.02 0.01
C -7.0050 5.4807 2.0027 -0.04 0.01 0.01
C 4.2731 -7.9298 0.0009 0.05 -0.03 -0.11
C -2.9944 5.1537 0.6267 0.00 0.07 -0.01
C -2.0453 2.0886 2.7568 0.10 -0.12 0.09
C -0.4050 -7.3223 -1.6989 0.01 -0.03 0.00
C 0.2548 3.4507 -3.4478 0.11 -0.13 -0.02
C -7.2554 4.0096 -1.7447 -0.05 0.01 0.03
C -5.1352 4.0908 1.4220 -0.03 0.06 -0.03
H 4.8527 0.7890 2.5053 0.03 0.02 0.01
H 4.8169 -9.9899 0.5215 0.00 0.02 0.01
H 2.1133 -0.2958 5.6058 -0.01 0.00 0.04
H -3.9865 2.4235 3.5908 -0.01 0.01 0.01
H 3.3945 -7.9769 -0.6358 0.02 0.02 0.02
H -0.2667 -7.2184 0.4721 -0.04 -0.01 -0.01
H -2.3729 1.2629 2.1458 -0.01 -0.04 -0.03
H -8.1827 3.8404 -2.2877 -0.03 0.01 -0.03
H 5.3179 -9.5457 2.7242 -0.01 0.04 -0.03
H 2.9979 1.7612 1.2063 0.01 0.01 0.03
H -4.6832 3.1098 1.3527 -0.01 -0.01 0.00
H 5.1450 -7.9560 -0.6637 -0.01 -0.01 -0.01
H 3.6845 3.3559 -5.2525 0.00 -0.03 -0.02
H -2.0812 -4.5870 -0.8668 -0.03 0.02 0.00
H 0.2675 0.6809 4.3087 -0.03 0.02 0.02
H 6.7692 -7.6960 2.7682 -0.01 0.00 -0.03
H -7.0152 3.0883 -1.2114 0.01 -0.04 0.00
H -4.9253 5.3066 -1.1597 0.00 -0.02 -0.03
H 3.4659 1.6056 -5.5205 -0.02 0.02 -0.01
H -2.2788 0.4913 -3.3231 -0.01 -0.03 -0.01
H 1.7380 -7.0241 0.2412 -0.02 -0.06 0.01
H 4.4231 -0.2132 4.7208 0.04 -0.05 0.02
H -3.2585 4.3211 4.9984 -0.03 0.02 0.02
H 0.9603 4.2697 -3.4550 0.00 0.04 0.04
H 2.0603 2.6700 -5.3157 0.03 0.02 0.00
H -1.4476 4.6621 -3.9248 -0.02 0.04 -0.01
H -6.0341 3.7180 -3.5099 0.01 -0.01 -0.02
H -0.7186 -8.3649 -1.6832 -0.02 -0.03 0.00
H 0.7446 3.8199 3.5818 0.04 0.01 -0.02
H -6.3918 5.3931 -3.1499 -0.01 -0.02 -0.04
H 5.4685 -5.8012 2.2442 0.02 0.00 -0.03
H -1.7728 -6.6271 -0.1769 0.04 -0.05 -0.03
H 4.3512 -8.2095 2.7922 0.04 -0.04 -0.03
H 0.4372 -0.0105 1.0485 -0.19 -0.34 0.23
H -4.7925 2.4910 -1.8699 0.02 0.03 -0.03
H -8.0214 5.5792 2.3583 -0.03 0.00 0.02
H 3.1224 -2.2926 0.3912 0.00 0.03 -0.01
H -6.9990 3.3419 2.1615 -0.03 -0.04 0.02
H -0.8798 5.0107 4.9920 0.00 0.03 0.03
H -0.9462 -6.8219 -2.5002 -0.01 0.03 -0.02
H -4.3785 7.3648 0.9866 0.03 0.03 0.00
H 0.6576 -7.2839 -1.9408 0.02 0.00 0.01
H 5.8376 1.6814 -4.0999 0.00 -0.01 -0.01
H 0.1752 0.0863 -3.0793 -0.08 -0.08 -0.22
H 6.3069 -6.0271 0.7077 -0.02 -0.01 0.02
H 4.4356 1.2960 -0.7539 0.04 -0.05 0.05
H -7.4384 4.7782 -0.9935 0.01 0.02 0.03
H 6.2801 2.2622 -2.4911 -0.01 -0.01 -0.02
H -3.0574 2.8101 -3.8412 -0.03 0.00 -0.06
H 5.6182 3.3818 -3.6854 -0.01 0.02 0.01
H 3.2872 -9.4500 1.2424 0.02 0.02 -0.03
H 6.7440 -8.3284 1.1171 0.00 0.03 0.01
H -4.0397 5.0049 -2.6586 -0.04 0.03 -0.01
H -1.5997 3.7570 0.0117 0.18 -0.02 0.16
H -6.7183 7.5958 1.7812 -0.02 0.04 0.00
```
Forces are in eV/Å.

The energy above the lowest of the compared OMol25 structures with the same formula, charge and spin is 28.9 kJ/mol. As for the charge: +2. Its spin multiplicity is 1. Its gap between HOMO and LUMO is 7.48 eV. The calculation puts the LUMO energy at -4.5 eV.

***

# 2
C59H44AlN2O3S4 | ωB97M-V with the def2-TZVPD basis set

The geometry in XYZ format:
```
113
Properties=species:S:1:pos:R:3:forces:R:3
S 4.3809 3.0679 0.7030 -0.19 -0.05 0.29
S 5.2326 0.4932 -1.4715 -0.24 0.00 -0.19
S 2.9665 -1.8612 1.9855 0.49 -0.08 0.17
S 0.1705 2.7131 4.1427 0.00 -0.21 -0.28
Al 0.1556 0.4866 0.0627 0.51 0.27 0.26
O -1.3008 1.2273 -0.6629 -0.66 0.10 -0.44
O 1.8705 0.1541 0.7273 0.56 -0.18 -0.18
O 0.2147 -1.0431 -0.9315 0.16 -0.28 -0.21
N -0.1088 0.8997 2.3123 -0.05 0.26 -0.54
N -1.9471 -0.9564 0.8311 0.14 0.10 0.02
C -2.4645 3.8730 -0.0808 -0.05 -0.03 0.01
C 5.2986 -1.0200 1.3491 -0.05 0.02 -0.04
C 2.6299 -2.5692 -1.2268 -0.03 0.01 0.01
C -3.4756 5.6409 -1.3560 -0.03 0.03 -0.04
C 1.4759 -4.5879 -0.7030 0.04 0.03 -0.03
C 4.3302 -2.7601 2.5241 -0.31 0.06 0.04
C 1.1409 4.8778 -0.5726 0.01 0.00 -0.03
C 3.6185 1.6860 1.4015 0.03 0.16 -0.16
C -0.1575 -2.5752 -3.3246 -0.06 0.04 -0.04
C -3.2165 1.0841 0.7752 0.33 -0.12 -0.42
C -2.9365 -3.1109 1.0094 -0.01 0.02 0.07
C 0.4590 3.0984 1.4039 0.34 0.28 -0.58
C -2.7022 5.2219 -0.2826 -0.01 0.00 0.08
C 4.8222 1.0978 -3.0273 0.24 -0.04 0.26
C -2.2349 -4.3900 -3.2069 0.00 -0.08 -0.03
C -4.7851 0.4381 -1.6767 0.00 -0.03 -0.08
C 3.8714 -4.6038 -0.9292 0.09 0.03 -0.03
C -3.9682 4.6965 -2.2408 0.00 0.03 -0.05
C 3.8398 -3.2506 -1.2211 -0.03 -0.02 -0.04
C 0.9236 5.3596 0.7169 0.01 0.08 -0.01
C 0.1089 -2.4212 -0.8523 -0.03 -0.20 0.15
C 2.8351 1.2555 -1.8598 0.00 -0.43 0.10
C 3.5176 1.4645 -3.0869 -0.02 0.06 -0.14
C 0.1586 2.1644 2.4612 -0.14 -0.04 0.98
C 0.6648 2.5720 0.1120 -0.07 -0.26 0.32
C 3.9642 3.0908 3.2183 -0.07 -0.01 0.12
C 3.4673 1.8494 2.7443 -0.05 -0.08 0.05
C -0.5412 -1.0948 3.7620 0.02 0.03 -0.22
C 0.9772 3.5349 -0.8579 -0.06 -0.01 -0.10
C -3.3939 0.5384 -1.6783 0.07 0.05 -0.04
C -0.6786 -3.1027 -4.4917 0.08 0.01 0.02
C -2.6591 1.4214 -0.6637 -0.20 0.04 0.36
C 3.2117 0.4502 0.5723 -0.22 0.14 0.20
C -3.7104 3.3447 -2.0461 0.04 -0.02 0.07
C -4.1900 -2.5425 1.1562 0.08 0.07 0.07
C -3.3322 -0.9203 -3.5955 -0.06 0.01 -0.05
C -3.1519 -0.3990 0.9343 -0.27 -0.05 0.23
C -4.7140 -1.0200 -3.5845 0.02 -0.04 -0.05
C -0.5983 -0.7070 6.1473 0.00 0.02 0.05
C -0.1808 1.0981 4.6536 0.00 0.08 -0.30
C 2.6795 -5.2735 -0.6932 -0.08 -0.11 0.04
C 3.9799 -0.7196 1.1931 -0.40 -0.11 0.00
C -0.4739 -2.8273 0.5417 -0.09 0.38 -0.36
C -2.9726 2.9092 -0.9483 0.04 -0.05 -0.10
C 5.4995 -2.2055 2.1099 0.16 0.03 0.00
C 3.6217 0.7278 -0.8810 0.02 -0.20 -0.06
C -4.3043 -1.1664 1.0849 0.03 -0.01 0.08
C -0.3427 0.6364 5.9519 0.00 -0.04 0.08
C -1.6972 -3.8698 -2.0339 0.11 0.04 0.01
C -0.2835 0.2557 3.5281 -0.05 0.10 0.61
C -1.7186 -4.0240 -4.4371 -0.07 -0.06 -0.01
C -5.4406 -0.3397 -2.6170 -0.08 0.04 0.02
C -1.8390 -2.2799 0.7962 -0.14 -0.23 0.21
C -2.6761 -0.1535 -2.6414 0.07 0.07 0.07
C -0.6904 -1.5632 5.0522 0.01 -0.02 -0.04
C 1.4440 -3.2106 -0.9243 0.07 0.20 0.01
C 0.5629 4.4680 1.6996 -0.03 -0.21 0.13
C 4.4847 3.8560 2.2229 0.08 0.03 -0.28
C -0.6473 -2.9642 -2.0765 -0.15 0.20 0.04
H -0.2683 -2.8040 -5.4491 0.00 0.02 0.00
H 3.0547 1.8771 -3.9723 -0.03 -0.03 -0.01
H -1.5965 -0.0855 -2.6190 0.01 -0.03 0.00
H -2.2733 5.9456 0.3998 -0.02 0.00 0.02
H -0.4662 -3.9038 0.6975 0.04 0.03 0.03
H 0.6527 -1.8568 -3.3571 0.01 0.00 -0.01
H -0.2671 1.3155 6.7914 0.02 0.01 0.00
H 0.2509 -2.3538 1.2081 -0.03 -0.19 0.18
H 2.5795 -1.5171 -1.4389 0.08 0.31 0.01
H -6.5226 -0.4058 -2.6033 0.00 0.00 0.01
H -0.6237 -1.7708 2.9355 0.00 -0.15 -0.18
H -5.0637 -3.1611 1.3206 0.00 -0.01 -0.01
H 4.8141 -5.1362 -0.8929 0.00 0.00 -0.01
H 0.3511 4.8214 2.7041 0.07 0.08 -0.01
H -2.7981 -4.1819 1.0889 0.00 -0.02 -0.13
H 3.0106 1.0996 3.3770 0.00 -0.06 -0.02
H -5.2246 -1.6251 -4.3242 0.01 0.00 0.00
H -0.7257 -1.0956 7.1495 0.01 0.02 0.01
H 1.7859 1.4483 -1.7082 0.13 -0.09 -0.06
H 5.5802 1.1538 -3.7915 -0.04 0.00 -0.06
H 3.9355 3.3893 4.2573 -0.03 0.04 -0.01
H 2.6859 -6.3389 -0.4932 0.00 0.00 -0.02
H -5.2660 -0.6780 1.1638 -0.01 0.00 -0.02
H -2.7598 -1.4415 -4.3498 0.03 -0.05 0.02
H -4.2305 1.4557 0.9188 0.00 0.00 0.03
H 6.4767 -2.6054 2.3448 -0.01 -0.03 0.00
H -3.0550 -5.0960 -3.1488 -0.01 0.01 -0.01
H 6.1055 -0.4174 0.9579 0.01 0.03 0.03
H 1.4517 5.5635 -1.3539 -0.09 0.00 -0.03
H 4.7563 -2.7125 -1.4216 0.05 0.05 -0.01
H -4.0887 2.6309 -2.7637 -0.02 -0.01 -0.01
H 4.9186 4.8412 2.2826 0.00 0.00 0.07
H -2.5397 1.5700 1.4771 -0.09 0.07 0.07
H 4.1944 -3.6365 3.1381 0.03 -0.05 -0.06
H 1.1130 3.2199 -1.8889 -0.03 0.17 0.03
H 0.5551 -5.1403 -0.5539 0.02 0.00 0.03
H -2.1105 -4.1847 -1.0877 0.02 -0.01 0.01
H 1.0359 6.4138 0.9395 -0.01 -0.01 0.01
H -0.8802 -2.6174 5.2092 -0.01 0.01 -0.01
H -2.1235 -4.4497 -5.3472 -0.01 0.02 -0.01
H -4.5544 5.0072 -3.0978 0.00 0.01 0.00
H -5.3722 0.9885 -0.9505 0.03 0.01 0.03
H -3.6889 6.6928 -1.5034 0.04 0.01 -0.02
H -1.8537 3.5613 0.7525 0.01 0.02 0.01
```
Forces are in eV/Å.

The energy above the lowest of the compared OMol25 structures with the same formula, charge and spin is 0.0 kJ/mol. As for the charge: -1. Its spin multiplicity is 1. Its gap between HOMO and LUMO is 7.57 eV. The calculation puts the LUMO energy at 2.3 eV.